1.
{
  "formula": "C53H49I2N6P2S2TeTi",
  "method": "ωB97M-V/def2-TZVPD",
  "de_lowest_kcal_mol": 0.0,
  "gap_ev": [5.80, 5.80],
  "total_energy_ha": -5569.71429,
  "e_lumo_ev": [1.67, 1.66],
  "total_charge": -1,
  "elements": ["Ti", "C", "S", "C", "S", "N", "N", "C", "C", "C", "C", "C", "C", "N", "H", "H", "H", "H", "H", "H", "H", "H", "C", "C", "C", "C", "C", "C", "C", "C", "C", "C", "N", "C", "C", "C", "C", "C", "N", "H", "H", "H", "H", "H", "H", "H", "H", "H", "H", "H", "H", "H", "H", "H", "H", "H", "Te", "C", "C", "C", "N", "C", "C", "C", "P", "C", "C", "C", "C", "C", "C", "C", "C", "C", "C", "C", "C", "P", "C", "C", "C", "C", "C", "C", "C", "C", "C", "C", "C", "C", "H", "H", "H", "H", "H", "H", "H", "H", "H", "H", "H", "H", "H", "H", "H", "H", "H", "H", "H", "H", "H", "H", "H", "H", "I", "I"],
  "coordinates": [[-0.586, -1.004, -0.053], [-3.204, -3.263, -4.660], [-1.490, -2.695, -4.700], [-1.411, -2.051, -3.053], [-0.612, -2.931, -1.782], [-2.036, -0.968, -2.780], [-1.943, -0.578, -1.461], [-2.899, 0.360, -1.156], [-3.029, 0.604, 0.181], [-4.020, 1.430, 0.807], [-4.089, 1.525, 2.151], [-3.158, 0.784, 2.948], [-2.228, 0.028, 2.321], [-2.122, -0.095, 0.964], [-3.408, -3.710, -5.633], [-3.348, -4.017, -3.888], [-3.882, -2.427, -4.499], [-3.533, 0.750, -1.939], [-4.702, 1.972, 0.163], [-4.835, 2.149, 2.627], [-3.181, 0.825, 4.028], [-1.492, -0.530, 2.882], [-4.598, -2.766, -0.315], [-3.580, -3.766, 0.223], [-3.309, -3.579, 1.693], [-4.307, -3.951, 2.588], [-4.123, -3.866, 3.955], [-2.914, -3.413, 4.451], [-1.886, -3.023, 3.599], [-0.566, -2.565, 4.194], [-0.697, -1.652, 5.412], [-2.097, -3.095, 2.207], [-1.005, -2.721, 1.349], [0.042, -3.491, 1.439], [1.278, -3.057, 0.944], [2.534, -3.662, 0.901], [3.410, -2.682, 0.428], [2.639, -1.540, 0.203], [1.348, -1.748, 0.508], [-4.777, -2.930, -1.381], [-4.244, -1.748, -0.192], [-5.553, -2.855, 0.210], [-2.656, -3.694, -0.343], [-3.962, -4.782, 0.081], [-5.241, -4.332, 2.188], [-4.911, -4.170, 4.633], [-2.763, -3.368, 5.522], [0.025, -2.059, 3.432], [0.029, -3.441, 4.471], [-1.275, -0.756, 5.180], [0.290, -1.335, 5.753], [-1.186, -2.147, 6.251], [-0.023, -4.450, 1.952], [2.768, -4.681, 1.168], [4.470, -2.770, 0.253], [2.976, -0.575, -0.138], [1.360, 3.722, -2.067], [2.894, 4.510, -0.830], [2.561, 5.242, 0.308], [3.571, 5.703, 1.139], [4.868, 5.497, 0.916], [5.183, 4.813, -0.183], [4.248, 4.310, -1.077], [1.096, 1.837, -1.232], [0.417, 1.418, 0.297], [1.680, 1.325, 1.634], [1.416, 0.670, 2.834], [2.393, 0.545, 3.810], [3.659, 1.074, 3.597], [3.941, 1.717, 2.400], [2.958, 1.832, 1.426], [-0.643, 2.781, 0.894], [-0.625, 3.241, 2.208], [-1.464, 4.272, 2.609], [-2.331, 4.859, 1.701], [-2.361, 4.408, 0.389], [-1.527, 3.376, -0.009], [1.083, 0.403, -2.234], [0.377, 0.945, -3.844], [-0.826, 1.652, -3.796], [-1.428, 2.116, -4.952], [-0.840, 1.876, -6.187], [0.354, 1.176, -6.249], [0.962, 0.718, -5.087], [2.795, -0.032, -2.704], [3.884, 0.646, -2.161], [5.180, 0.233, -2.434], [5.405, -0.867, -3.251], [4.328, -1.551, -3.798], [3.035, -1.129, -3.526], [1.523, 5.422, 0.563], [3.321, 6.259, 2.039], [6.242, 4.653, -0.361], [4.579, 3.757, -1.948], [0.436, 0.246, 3.017], [2.167, 0.022, 4.732], [4.428, 0.971, 4.354], [4.927, 2.125, 2.214], [3.196, 2.289, 0.475], [0.053, 2.800, 2.928], [-1.435, 4.616, 3.637], [-2.981, 5.668, 2.012], [-3.033, 4.863, -0.329], [-1.551, 3.027, -1.031], [-1.291, 1.834, -2.836], [-2.364, 2.660, -4.890], [-1.309, 2.236, -7.095], [0.824, 0.991, -7.207], [1.905, 0.195, -5.155], [3.702, 1.477, -1.490], [6.017, 0.763, -1.994], [6.416, -1.201, -3.451], [4.483, -2.429, -4.415], [2.201, -1.679, -3.942], [1.442, -4.439, -2.791], [3.569, -5.952, -3.862]],
  "mulliken_charge": [-0.703, -0.879, -0.029, 0.305, -0.811, -1.641, 2.771, -1.316, 0.394, -1.248, -1.198, -1.344, 0.768, 2.315, 0.388, 0.216, 0.241, 0.377, 0.534, 0.402, 0.490, -0.800, -1.003, -0.198, 0.819, -0.606, -1.293, -0.727, 1.117, 0.581, -1.346, -1.481, 1.787, -0.503, -0.260, -1.238, -1.488, -0.355, 1.445, 0.294, 0.118, 0.444, -0.401, 0.572, 0.450, 0.383, 0.297, -0.805, 0.440, 0.113, 0.383, 0.511, 0.489, 0.546, 0.479, 0.281, 0.317, 0.132, -0.097, -0.445, -0.685, -0.470, -0.282, -1.350, 1.937, -0.217, 0.683, -0.858, -1.063, -0.808, 0.048, 1.853, -0.614, -0.954, -0.750, -0.862, -0.564, 3.106, 0.529, 0.342, -1.127, -0.714, -0.790, -1.003, 0.475, -0.155, -0.550, -0.843, -0.877, -0.886, 0.348, 0.383, 0.387, 0.489, 0.229, 0.349, 0.376, 0.486, -0.273, 0.401, 0.439, 0.357, 0.431, 0.057, -0.098, 0.454, 0.381, 0.405, 0.434, -0.324, 0.460, 0.371, 0.439, 0.720, 0.184, -0.419]
}



2.
{
  "formula": "C53H49IrN4P3S",
  "method": "ωB97M-V/def2-TZVPD",
  "de_lowest_kcal_mol": 45.5,
  "multiplicity": 2,
  "gap_ev": [5.11, 3.77],
  "total_energy_ha": -3794.04894,
  "e_lumo_ev": [-7.37, -8.71],
  "s2": 0.9763,
  "total_charge": 2,
  "elements": ["Ir", "C", "S", "C", "C", "C", "N", "P", "C", "C", "C", "C", "C", "C", "C", "C", "C", "C", "C", "C", "P", "C", "C", "C", "C", "C", "C", "C", "C", "C", "C", "C", "C", "H", "H", "H", "H", "H", "H", "H", "H", "H", "H", "H", "H", "H", "H", "H", "H", "H", "H", "H", "H", "H", "H", "H", "H", "H", "H", "H", "H", "H", "C", "C", "C", "C", "C", "C", "C", "P", "C", "C", "C", "C", "C", "C", "C", "C", "C", "C", "C", "C", "C", "C", "H", "H", "H", "H", "H", "H", "H", "H", "H", "H", "H", "H", "H", "H", "H", "H", "H", "H", "H", "H", "N", "C", "C", "C", "N", "C", "N"],
  "coordinates": [[1.717, -0.026, 0.836], [-4.587, -4.405, 2.840], [-3.104, -3.899, 1.940], [-3.819, -2.574, 0.931], [-2.856, -2.238, -0.200], [-1.543, -1.634, 0.273], [-1.614, -0.186, 0.719], [-0.388, 0.164, 1.792], [-0.698, -0.922, 3.181], [0.343, -1.606, 3.808], [0.086, -2.375, 4.934], [-1.208, -2.452, 5.432], [-2.244, -1.766, 4.810], [-1.998, -1.004, 3.680], [-0.418, 1.844, 2.393], [0.241, 2.825, 1.636], [0.347, 4.121, 2.106], [-0.187, 4.442, 3.349], [-0.815, 3.469, 4.118], [-0.925, 2.166, 3.652], [-2.344, 1.176, -0.175], [-4.052, 1.142, 0.465], [-5.128, 0.420, -0.059], [-6.372, 0.468, 0.555], [-6.559, 1.241, 1.696], [-5.502, 1.972, 2.218], [-4.258, 1.928, 1.600], [-2.503, 0.626, -1.908], [-1.526, -0.129, -2.551], [-1.628, -0.441, -3.900], [-2.696, 0.035, -4.643], [-3.647, 0.838, -4.031], [-3.548, 1.139, -2.677], [-4.267, -5.054, 3.654], [-5.268, -4.954, 2.193], [-5.096, -3.536, 3.262], [-4.024, -1.698, 1.553], [-4.765, -2.934, 0.524], [-3.325, -1.577, -0.922], [-2.614, -3.163, -0.730], [-0.790, -1.744, -0.504], [-1.199, -2.222, 1.127], [1.357, -1.534, 3.425], [0.891, -2.909, 5.424], [-1.411, -3.052, 6.311], [-3.251, -1.829, 5.205], [-2.807, -0.469, 3.191], [0.665, 2.573, 0.672], [0.843, 4.878, 1.510], [-0.112, 5.456, 3.722], [-1.211, 3.720, 5.094], [-1.404, 1.416, 4.268], [-5.009, -0.175, -0.955], [-7.200, -0.095, 0.139], [-7.534, 1.284, 2.167], [-5.650, 2.593, 3.094], [-3.437, 2.519, 1.998], [-0.664, -0.472, -2.001], [-0.865, -1.050, -4.374], [-2.779, -0.202, -5.698], [-4.477, 1.230, -4.607], [-4.294, 1.779, -2.220], [3.559, 0.658, -4.424], [2.328, 1.383, -3.922], [1.567, 2.106, -4.840], [0.471, 2.870, -4.462], [0.090, 2.936, -3.131], [0.807, 2.208, -2.201], [1.913, 1.437, -2.581], [2.782, 0.704, -1.197], [3.862, -0.674, -1.601], [5.215, -0.584, -1.268], [6.063, -1.656, -1.498], [5.556, -2.823, -2.056], [4.206, -2.917, -2.375], [3.331, -1.859, -2.143], [1.877, -2.003, -2.534], [3.737, 2.100, -0.521], [4.126, 3.205, -1.253], [4.558, 4.356, -0.589], [4.523, 4.404, 0.793], [4.120, 3.284, 1.523], [3.776, 2.121, 0.864], [3.431, 0.870, 1.600], [3.768, 0.958, -5.448], [3.435, -0.426, -4.420], [4.443, 0.883, -3.825], [1.865, 2.085, -5.882], [-0.081, 3.421, -5.214], [-0.756, 3.537, -2.823], [0.504, 2.237, -1.160], [5.609, 0.336, -0.848], [7.114, -1.581, -1.246], [6.214, -3.663, -2.247], [3.823, -3.832, -2.821], [1.506, -3.008, -2.319], [1.746, -1.843, -3.607], [1.229, -1.291, -2.025], [4.064, 3.198, -2.337], [4.879, 5.219, -1.157], [4.799, 5.314, 1.311], [4.093, 3.314, 2.608], [3.395, 0.964, 2.683], [4.020, -0.006, 1.289], [1.655, -2.016, 0.740], [1.918, -3.119, 0.554], [2.220, -4.476, 0.307], [3.460, -4.997, 0.752], [4.483, -5.388, 1.124], [1.298, -5.248, -0.441], [0.532, -5.834, -1.079]],
  "mulliken_charge": [1.833, -0.963, 0.012, -0.726, -1.054, -0.164, 0.998, 1.570, 0.749, -0.863, -0.865, -0.828, -0.934, -0.428, 0.499, 0.016, -0.858, -0.878, -0.797, -0.459, 0.380, 0.730, -0.331, -0.778, -0.697, -0.665, -0.456, 1.152, 0.508, -0.612, -0.844, -0.843, -1.171, 0.397, 0.318, 0.279, 0.069, 0.748, 0.001, 0.613, -0.769, 0.825, 0.365, 0.484, 0.442, 0.515, 0.576, -0.667, 0.549, 0.459, 0.493, 0.474, 0.441, 0.455, 0.425, 0.481, 0.399, -0.607, 0.442, 0.443, 0.469, 0.607, -1.237, 0.489, -0.980, -1.009, -0.820, 0.258, 1.323, 0.359, 1.382, -1.039, -0.859, -0.846, -0.849, 0.380, -1.252, 0.945, -1.040, -0.817, -0.822, -0.809, 0.303, -1.414, 0.597, 0.187, 0.251, 0.485, 0.467, 0.512, -0.023, 0.535, 0.510, 0.464, 0.562, 0.360, 0.601, -0.501, 0.473, 0.503, 0.460, 0.478, 0.594, 0.644, 0.086, 0.771, 0.278, -0.133, -0.339, -0.081, -0.343]
}